Entry 1:
Computed, not measured: C55H44N6O7PPdS as an isolated structure in a non-equilibrium geometry, with ωB97M-V/def2-TZVPD.

Output
HOMO level: -10.3 eV
maximum force: 1.4 eV/A
total charge: +1

Cartesian coordinates (Å):
Pd: 0.71665 0.91361 1.14579
C: 2.49694 -0.00705 -3.85569
N: 2.44598 0.64150 -2.55133
C: 1.77143 0.19365 -1.47424
N: 1.94774 1.04079 -0.46342
C: 2.74156 2.07642 -0.89777
C: 3.05581 1.82963 -2.21674
C: 3.80617 2.60092 -3.22721
C: 3.22139 3.72763 -3.80050
C: 3.91289 4.45973 -4.75330
C: 5.18760 4.06820 -5.14074
C: 5.77183 2.94310 -4.57585
C: 5.08264 2.20933 -3.62115
C: 3.22669 3.15193 -0.00925
C: 2.91472 3.15761 1.34763
C: 3.38321 4.15491 2.18696
C: 4.18584 5.16803 1.68901
C: 4.51661 5.16855 0.34176
C: 4.04464 4.17389 -0.49862
P: 0.92262 -1.41559 -1.46819
C: -0.81934 -0.87531 -1.61389
N: -1.38819 0.05526 -0.91568
C: -2.61267 0.28286 -1.49012
C: -2.78551 -0.58009 -2.57208
N: -1.64162 -1.30407 -2.64290
C: -1.35240 -2.35914 -3.60765
C: -3.95563 -0.86589 -3.41696
C: -5.13025 -1.30296 -2.80641
C: -6.25436 -1.56207 -3.57385
C: -6.21264 -1.38544 -4.95103
C: -5.04398 -0.95319 -5.56246
C: -3.91532 -0.69513 -4.79845
C: -3.47125 1.36338 -1.09234
C: -4.47411 1.85903 -1.90776
C: -5.30616 2.88544 -1.47912
C: -5.21719 3.49634 -0.21684
C: -4.22151 3.09010 0.60699
C: -3.37425 1.92826 0.28483
C: 1.13480 -1.82338 0.28143
N: 1.32068 -0.98152 1.29716
C: 1.58576 -1.71132 2.42379
C: 1.52782 -3.04169 2.08511
N: 1.26210 -3.09121 0.73593
C: 1.18299 -4.30488 -0.06883
C: 1.73823 -4.23487 2.91991
C: 2.90843 -4.35679 3.66452
C: 3.10054 -5.46206 4.47847
C: 2.12932 -6.45090 4.55238
C: 0.95899 -6.33149 3.81610
C: 0.76100 -5.22468 3.00543
C: 1.91552 -1.10420 3.72075
C: 2.88080 -0.10554 3.78036
C: 3.18536 0.49181 4.99321
C: 2.52947 0.08980 6.14760
C: 1.57401 -0.91595 6.08990
C: 1.26837 -1.51601 4.87968
H: 1.50181 -0.34182 -4.14072
H: 3.17668 -0.85739 -3.83715
H: 2.84669 0.71516 -4.58744
H: 2.23265 4.03370 -3.48097
H: 3.45836 5.33866 -5.19027
H: 5.72780 4.64325 -5.88082
H: 6.76733 2.64150 -4.87265
H: 5.54372 1.34247 -3.16315
H: 2.28845 2.38931 1.77924
H: 3.10129 4.13789 3.23156
H: 4.54720 5.95171 2.34126
H: 5.14546 5.94979 -0.06407
H: 4.32505 4.20955 -1.54013
H: -2.27345 -2.88170 -3.85241
H: -0.64758 -3.05988 -3.16876
H: -0.92602 -1.94565 -4.52084
H: -5.15323 -1.43622 -1.73090
H: -7.16369 -1.90370 -3.09806
H: -7.09188 -1.58530 -5.54845
H: -5.01267 -0.81146 -6.63421
H: -3.01059 -0.33562 -5.27371
H: -4.59905 1.48118 -2.91119
H: -6.05145 3.24950 -2.17708
H: -5.87466 4.31152 0.04552
H: -4.03080 3.53903 1.57286
H: -3.88820 1.10884 0.85362
H: 1.79132 -5.07354 0.39864
H: 1.56391 -4.09904 -1.06615
H: 0.15471 -4.65746 -0.13574
H: 3.66036 -3.57946 3.61034
H: 4.01020 -5.55041 5.05681
H: 2.28148 -7.31179 5.18937
H: 0.19444 -7.09370 3.88339
H: -0.16842 -5.11538 2.45892
H: 3.39484 0.20269 2.87814
H: 3.93581 1.27036 5.03587
H: 2.76042 0.56144 7.09336
H: 1.05628 -1.22414 6.98829
H: 0.50716 -2.28519 4.82736
O: -1.92083 4.30078 0.02440
S: -1.07522 3.15977 0.25554
O: -0.11871 3.23756 1.33772
O: -0.52130 2.52545 -0.92771
O: -2.11245 2.01129 0.86837
O: -4.47607 0.57224 3.18511
C: -3.86714 -0.43734 2.55472
C: -4.66476 -1.39015 1.90971
C: -4.08069 -2.43764 1.22394
C: -2.69381 -2.55839 1.16131
C: -1.90752 -1.60174 1.77618
C: -2.46044 -0.52515 2.46414
C: -1.60270 0.53282 3.10675
O: -2.11211 1.25481 3.96686
O: -0.35253 0.59265 2.81498
H: -3.73179 1.11617 3.58521
H: -5.73987 -1.29213 1.98377
H: -4.71216 -3.17907 0.74895
H: -2.24026 -3.39456 0.64236
H: -0.83214 -1.67536 1.74373

These are the Mulliken partial charges, in e, on atoms 1 to 6: 1.289, -0.718, 0.498, -1.100, 0.469, -0.206


Entry 2:
Computed, not measured: C55H45N9OP2S3Se2Y as an isolated structure, with ωB97M-V/def2-TZVPD.

Output
HOMO level: -4.9 eV
maximum force: 1.0 eV/A
energy above the lowest of the compared OMol25 structures with the same formula, charge and spin: 0.1890 eV
total charge: -1

Cartesian coordinates (Å):
Y: 0.10971 1.86048 0.22386
N: 3.73792 4.25175 2.16011
C: 2.79328 3.57681 1.45296
S: 1.40837 3.03230 2.32797
N: 3.12582 3.45103 0.17727
N: 2.23966 2.78555 -0.60144
C: 2.52885 2.77184 -1.85456
C: 3.74649 3.43136 -2.41548
C: 3.61537 4.45652 -3.34761
C: 4.73657 5.09113 -3.87250
C: 6.00485 4.69022 -3.47699
C: 6.14419 3.65745 -2.55473
C: 5.02427 3.03808 -2.02221
C: 1.56026 2.16705 -2.80439
C: 1.91481 1.94875 -4.13283
C: 0.94831 1.54972 -5.04004
C: -0.34928 1.36047 -4.60555
C: -0.60632 1.51456 -3.25488
N: 0.32164 1.89175 -2.37109
H: 3.63046 4.35375 3.14963
H: 4.57681 4.54248 1.69170
H: 2.62338 4.77165 -3.65589
H: 4.61602 5.89789 -4.58720
H: 6.88175 5.17987 -3.88361
H: 7.13228 3.33688 -2.24366
H: 5.12769 2.24146 -1.29642
H: 2.93443 2.12018 -4.44659
H: 1.21167 1.39358 -6.07949
H: -1.14530 1.06910 -5.27941
H: -1.59293 1.32410 -2.85689
C: -4.16866 3.51905 1.59566
C: -2.93542 3.17137 0.80520
N: -2.05231 2.35980 1.27018
N: -2.39495 1.87374 2.54067
C: -1.67888 0.90299 3.00614
S: -0.32130 0.06167 2.36748
S: -2.14062 0.26446 4.60568
C: -3.51332 1.34785 5.09676
C: -3.09099 2.52960 5.93568
C: -2.33568 3.56896 5.38698
C: -1.93471 4.63989 6.17319
C: -2.28173 4.69383 7.52108
C: -3.03110 3.66551 8.07381
C: -3.43026 2.59233 7.28239
C: -2.77402 3.77183 -0.54151
C: -3.91350 4.06118 -1.29999
C: -3.83521 4.64391 -2.55057
C: -2.57315 4.97844 -3.05472
C: -1.43237 4.71503 -2.32485
C: -1.49568 4.09031 -1.05943
O: -0.40663 3.83200 -0.39188
H: -3.88866 3.75513 2.61919
H: -4.85131 2.66648 1.64806
H: -4.68325 4.36710 1.15136
H: -4.20920 0.71734 5.64913
H: -3.97806 1.66158 4.16398
H: -2.04707 3.52005 4.34270
H: -1.33817 5.43057 5.73038
H: -1.96477 5.52896 8.13500
H: -3.30352 3.69351 9.12292
H: -4.01256 1.78705 7.72020
H: -4.88881 3.80224 -0.89963
H: -4.73386 4.84088 -3.12246
H: -2.48910 5.44877 -4.02892
H: -0.44555 4.96026 -2.70321
Se: 4.61711 -3.97984 1.07678
P: 2.59296 -3.81104 0.52252
C: 1.52920 -4.12285 1.96032
C: 0.99395 -5.36621 2.26747
C: 0.38027 -5.57217 3.49944
C: 0.26287 -4.52847 4.40480
C: 0.75712 -3.26845 4.08105
C: 1.40453 -3.07053 2.87357
C: 2.18780 -5.02126 -0.76873
C: 1.67037 -4.61952 -1.98928
C: 1.40398 -5.54408 -2.99495
C: 1.65837 -6.88849 -2.77466
C: 2.20545 -7.30043 -1.56103
C: 2.48702 -6.37299 -0.56871
C: 2.06124 -2.14689 -0.00062
C: 0.90004 -1.47748 -0.41656
N: 1.20617 -0.15689 -0.41447
N: 2.48075 -0.01477 -0.04557
N: 3.00945 -1.18986 0.19703
P: -0.78986 -1.88208 -0.91782
Se: -2.18603 -0.28953 -0.68654
C: -0.67466 -2.33584 -2.67713
C: -1.78205 -2.89638 -3.32040
C: -1.72400 -3.19830 -4.67182
C: -0.56276 -2.93758 -5.39614
C: 0.52711 -2.35923 -4.76689
C: 0.46883 -2.04822 -3.41113
C: -1.39456 -3.36527 -0.07513
C: -2.01495 -3.18840 1.16310
C: -2.62106 -4.26738 1.78830
C: -2.61221 -5.51988 1.18870
C: -1.97488 -5.70530 -0.02778
C: -1.36303 -4.63064 -0.66047
H: 1.05627 -6.18080 1.55835
H: -0.02510 -6.54904 3.73928
H: -0.22969 -4.68914 5.35723
H: 0.64489 -2.43956 4.76986
H: 1.80988 -2.09354 2.63271
H: 1.49318 -3.57050 -2.16709
H: 1.00166 -5.20322 -3.94299
H: 1.44923 -7.61643 -3.55058
H: 2.43314 -8.34791 -1.39746
H: 2.96333 -6.68097 0.35399
H: -2.69106 -3.08444 -2.76075
H: -2.58565 -3.63450 -5.16412
H: -0.51574 -3.18026 -6.45170
H: 1.42854 -2.13754 -5.32774
H: 1.32342 -1.58863 -2.92323
H: -2.04716 -2.20137 1.61305
H: -3.10216 -4.12346 2.74732
H: -3.09172 -6.35915 1.68051
H: -1.95588 -6.68369 -0.49252
H: -0.89054 -4.78095 -1.61807

These are the Mulliken partial charges, in e, on atoms 1 to 6: -0.355, -0.414, 0.501, -0.391, -1.726, 1.785


Entry 3:
Computed, not measured: C55H46Cl2N12O8S2Sn as an isolated structure in a non-equilibrium geometry, with ωB97M-V/def2-TZVPD.

Output
HOMO level: -2.7 eV
maximum force: 1.6 eV/A
energy above the lowest of the compared OMol25 structures with the same formula, charge and spin: 0.8915 eV
total charge: -2

Cartesian coordinates (Å):
Sn: -0.22395 0.33426 -0.02821
C: 1.45800 -2.04466 6.05581
C: 2.20103 -1.25323 4.97783
N: 1.36285 -0.32031 4.25972
C: 0.55397 -0.69238 3.20921
S: -0.69975 0.39476 2.78329
N: 0.74647 -1.87063 2.67325
N: -0.02643 -2.08414 1.58531
C: -0.23425 -3.29972 1.22752
C: 0.35017 -4.48054 1.96180
C: -1.08217 -3.53597 0.05113
C: -1.03803 -4.74882 -0.64389
C: -1.84245 -4.92517 -1.75534
C: -2.71101 -3.91119 -2.12317
C: -2.70242 -2.74745 -1.36612
N: -1.91159 -2.55292 -0.32379
H: 2.16654 -2.65828 6.61639
H: 0.94830 -1.37253 6.74833
H: 0.71274 -2.69156 5.59338
H: 3.01907 -0.68838 5.43748
H: 2.60828 -1.94538 4.24105
H: 0.96830 0.44975 4.77656
H: 0.67223 -4.14281 2.94353
H: -0.38487 -5.27930 2.07466
H: 1.22393 -4.87456 1.43295
H: -0.35689 -5.53292 -0.34026
H: -1.78830 -5.84219 -2.33071
H: -3.37296 -4.01699 -2.97190
H: -3.36653 -1.92683 -1.61472
C: 3.98170 0.98843 -3.23203
C: 3.21243 2.09842 -2.60582
N: 2.30943 2.01796 -1.66020
C: 1.89503 3.30921 -1.42594
C: 2.57793 4.17643 -2.24749
N: 3.40847 3.38937 -2.98052
C: 2.64494 5.67248 -2.42309
O: 1.81500 6.35092 -1.75013
O: 3.51917 6.08802 -3.19769
C: 0.89649 3.64909 -0.39320
O: 0.59073 4.91567 -0.29782
O: 0.41733 2.82991 0.38484
H: 3.91979 0.10268 -2.60935
H: 5.02727 1.27487 -3.36081
H: 3.56058 0.74615 -4.21086
H: 4.01925 3.77060 -3.68443
H: 1.12308 5.52251 -0.97855
O: -1.15664 1.98708 -2.08953
S: -0.76028 1.25027 -3.27012
O: 0.00219 1.96329 -4.26943
N: -0.03993 -0.06470 -2.74450
C: 0.70499 -0.83896 -3.57562
C: 0.53591 -0.90138 -4.96159
C: 1.30546 -1.74638 -5.76207
C: 2.27369 -2.55950 -5.23203
C: 2.51389 -2.52515 -3.84498
C: 3.51713 -3.30624 -3.23441
C: 3.72331 -3.21765 -1.88737
C: 2.93222 -2.32296 -1.14853
N: 1.98575 -1.58672 -1.67629
C: 1.74232 -1.67242 -2.99991
C: -2.31944 0.80479 -4.04860
C: -2.65924 1.32274 -5.28740
C: -3.89861 1.02643 -5.83782
C: -4.78659 0.21604 -5.14417
C: -4.44535 -0.28622 -3.89431
C: -3.21181 0.01720 -3.34011
H: -0.21439 -0.27148 -5.41611
H: 1.12231 -1.76184 -6.83095
H: 2.86549 -3.21245 -5.86312
H: 4.12227 -3.96066 -3.85281
H: 4.47497 -3.81639 -1.38819
H: 3.07476 -2.22203 -0.07765
H: -1.95283 1.96993 -5.79229
H: -4.17683 1.42825 -6.80494
H: -5.75511 -0.02133 -5.56879
H: -5.15100 -0.90076 -3.35333
H: -2.92924 -0.30970 -2.34711
N: 6.77783 4.37480 8.16560
C: 6.28036 3.90183 7.24159
C: 5.68380 3.30039 6.09830
C: 4.29890 3.32224 5.91269
C: 3.72847 2.70948 4.81906
C: 4.52430 2.05998 3.87023
C: 5.91138 2.06274 4.04576
C: 6.48351 2.66748 5.14377
N: 3.94360 1.42105 2.78048
C: 4.57911 0.58591 1.86791
C: 3.62248 0.19279 0.99011
N: 2.41544 0.75110 1.32910
C: 2.62879 1.47545 2.37684
H: 3.67726 3.82538 6.64067
H: 2.65541 2.72643 4.69490
H: 6.55567 1.59735 3.31571
H: 7.55736 2.66031 5.27257
H: 5.61987 0.32982 1.92783
H: 3.71359 -0.43666 0.12470
H: 1.86260 2.05995 2.85657
Cl: -3.78192 -3.22605 2.28720
C: -4.58750 -4.15481 1.08127
C: -4.56676 -5.53810 1.13100
C: -5.19182 -6.27370 0.13852
C: -5.87483 -5.62952 -0.87771
C: -5.91738 -4.24482 -0.89545
Cl: -6.83390 -3.47051 -2.14163
C: -5.25635 -3.46527 0.05643
N: -5.21173 -2.06716 -0.03097
C: -6.06908 -1.31697 0.75214
C: -7.13271 -1.95290 1.39919
C: -8.05267 -1.24793 2.15376
C: -7.92276 0.11872 2.28155
C: -6.86875 0.76106 1.64481
C: -5.92850 0.09161 0.87009
C: -4.89099 0.95513 0.17292
C: -3.34960 0.81478 0.43341
O: -2.78660 1.76423 0.95899
O: -2.74881 -0.23299 -0.00947
H: -4.05180 -6.03209 1.94332
H: -5.17065 -7.35538 0.16325
H: -6.37097 -6.18445 -1.66167
H: -4.23742 -1.67516 -0.03356
H: -7.22334 -3.02861 1.30197
H: -8.86522 -1.77397 2.64141
H: -8.64223 0.69037 2.85517
H: -6.77830 1.83600 1.75029
H: -5.11329 1.98977 0.42830
H: -4.98960 0.83517 -0.91141

These are the Mulliken partial charges, in e, on atoms 1 to 6: 2.592, -1.300, -0.472, 0.136, -0.249, -0.457


Entry 4:
Computed, not measured: C55H49BFGaN7O2SSb as an isolated structure in a non-equilibrium geometry, with ωB97M-V/def2-TZVPD.

Output
HOMO level: -6.5 eV
maximum force: 4.1 eV/A
energy above the lowest of the compared OMol25 structures with the same formula, charge and spin: 4.2484 eV

Cartesian coordinates (Å):
Ga: -8.09241 5.33530 20.58424
C: -7.30540 7.08815 26.15999
C: -6.91690 5.70376 25.80008
C: -5.70121 5.32083 25.09329
C: -5.78539 3.89630 25.07765
N: -6.80753 3.46817 25.82973
N: -7.52197 4.57975 26.23180
B: -8.82756 4.22849 27.09661
N: -10.10765 5.06833 26.71921
N: -10.88197 4.62351 25.66655
C: -12.01885 5.31364 25.66891
C: -11.94906 6.33289 26.62926
C: -10.72567 6.21064 27.26919
C: -10.11563 7.06944 28.33682
C: -13.00476 4.98478 24.63973
C: -12.70341 4.19471 23.49052
C: -13.71022 3.61322 22.75758
C: -15.06558 3.85249 22.98011
C: -15.30962 4.71273 24.07331
C: -14.33987 5.43614 24.76061
N: -9.15201 2.78968 26.97725
N: -9.15853 2.15366 25.77493
C: -9.64821 0.92719 25.92414
C: -9.96285 0.75141 27.33857
C: -9.67626 1.95715 27.93030
C: -9.81548 2.42781 29.34105
C: -9.88154 0.14617 24.74953
C: -9.51814 0.59712 23.46051
C: -9.65947 -0.25825 22.35862
C: -10.12446 -1.53536 22.51203
C: -10.50973 -2.00650 23.79669
C: -10.28945 -1.22080 24.89651
C: -4.85089 2.98995 24.39350
C: -3.58248 3.44240 23.97059
C: -2.60624 2.50938 23.59026
C: -2.91055 1.18439 23.43968
C: -4.19974 0.74236 23.79709
C: -5.11381 1.61654 24.32921
H: -7.61527 7.15465 27.21088
H: -8.14199 7.51279 25.52991
H: -6.42979 7.76006 26.00719
H: -4.99772 6.02495 24.66672
H: -8.47609 4.62788 28.21640
H: -12.58437 7.14203 26.75818
H: -11.00553 7.59091 28.74463
H: -9.42229 7.86448 28.00365
H: -9.67790 6.41911 29.10895
H: -11.63381 4.09813 23.27099
H: -13.39057 2.88816 22.00997
H: -15.91050 3.26396 22.59129
H: -16.36721 4.83160 24.40892
H: -14.66803 6.27653 25.42436
H: -10.32181 -0.13649 27.76279
H: -10.84962 2.65628 29.66576
H: -9.16304 3.25545 29.60800
H: -9.56164 1.52083 29.88441
H: -8.98547 1.58405 23.43871
H: -9.27434 0.07463 21.41519
H: -10.03960 -2.24252 21.65388
H: -10.88422 -3.04649 23.85358
H: -10.61598 -1.49054 25.89402
H: -3.44522 4.52395 23.92076
H: -1.59740 2.84093 23.38711
H: -2.21306 0.44900 23.09272
H: -4.38873 -0.34199 23.80975
H: -6.10298 1.36821 24.68092
O: -9.18619 4.38901 19.20077
N: -9.59195 3.46821 20.08638
O: -9.08284 3.70187 21.27328
S: -5.73539 4.90791 20.49237
Sb: -4.63306 5.57462 18.50225
C: -6.35676 6.12441 17.32105
C: -6.52828 7.44026 17.06122
C: -7.67508 7.89183 16.37821
C: -8.59042 6.99041 15.86250
C: -8.33311 5.60620 16.01489
C: -7.18869 5.13461 16.70365
C: -3.74863 3.76515 17.75893
C: -2.83187 3.99211 16.76647
C: -2.23943 2.88838 16.11383
C: -2.50895 1.61898 16.58879
C: -3.28532 1.40106 17.73042
C: -3.84337 2.49893 18.35222
C: -2.84119 6.63377 19.16417
C: -2.06126 7.10883 18.16029
C: -0.76427 7.63858 18.49506
C: -0.28892 7.56482 19.78325
C: -0.99336 6.88874 20.76730
C: -2.31625 6.46870 20.46679
H: -5.84869 8.14880 17.48795
H: -7.85313 8.93109 16.33346
H: -9.55599 7.35239 15.40889
H: -9.08781 4.88645 15.63545
H: -6.88071 4.08737 16.70996
H: -2.60276 5.00763 16.51555
H: -1.58056 3.01118 15.31672
H: -2.23599 0.75855 15.95763
H: -3.48648 0.40244 18.17238
H: -4.34206 2.34386 19.31242
H: -2.36278 7.10827 17.09885
H: -0.18045 8.13820 17.69293
H: 0.70787 7.94835 19.98759
H: -0.52266 6.75711 21.70841
H: -2.87673 6.08473 21.29234
F: -7.94632 11.93725 19.52208
C: -8.22876 10.65652 19.97160
C: -9.35947 10.01072 19.47174
C: -9.64086 8.72745 19.88038
C: -8.76059 8.07533 20.78131
C: -9.16551 6.82927 21.45301
C: -7.50135 8.65623 21.06491
C: -7.24252 10.00203 20.68695
H: -10.02280 10.48189 18.68079
H: -10.43815 8.11700 19.46360
H: -10.24211 6.55688 21.50097
H: -8.71525 6.84935 22.48355
H: -6.80701 8.17624 21.76633
H: -6.34544 10.44085 21.02243

These are the Mulliken partial charges, in e, on atoms 1 to 6: 0.037, -1.129, 0.560, -1.320, 0.178, -0.825